# C3H7O3

2 unconnected molecules or ions with the total composition C3H7O3 at a distorted geometry (ωB97M-V with the def2-TZVPD basis set, OMol25).

Each line ends with the natural charge from an NBO analysis.
Element x y z (Å)
C  -1.943  -2.249  -0.273  -0.23
O  -1.882  -0.861  -0.110  -0.76
H  -0.923  -0.549  -0.094  0.52
H  -3.062  -2.517  -0.208  0.15
H  -1.364  -2.872  0.348  0.16
H  -1.651  -2.484  -1.389  0.14
C  0.111  1.484  0.859  -0.77
C  1.266  0.892  -0.032  0.77
O  0.849  0.207  -0.950  -0.79
O  2.418  0.998  0.428  -0.78
H  0.143  2.620  0.849  0.20
H  0.124  0.943  1.763  0.20
H  -0.954  1.348  0.461  0.19

Calculated values
* total charge: -1
* E_tot: -9367.64261 eV
* lowest unoccupied orbital energy: 0.141 hartree
* HOMO level: -4.14 eV
* F_max: 4.4 eV/Å
* energy above the lowest of the compared OMol25 structures with the same formula, charge and spin: 146.24 kJ/mol